# 1
C5H17N2 | ωB97M-V/def2-TZVPD

```
24
C5H17N2 (ωB97M-V/def2-TZVPD)
C 1.3218 -1.8754 0.8225
N 1.1592 -0.4264 0.9763
C 1.1597 0.0220 2.3775
H 1.8774 -2.0913 -0.0903
H 1.8964 -2.3023 1.6457
H 0.3580 -2.3774 0.7501
H 0.0352 0.2324 -0.0125
H 1.8993 0.0705 0.4917
H 0.2496 -0.3118 2.8714
H 1.1303 1.1121 2.4186
H 2.0535 -0.3178 2.8993
C -0.2856 -0.1560 -2.0658
N -0.6555 0.5150 -0.8072
C -0.6888 1.9950 -0.9953
C -1.9929 0.0487 -0.3273
H 0.7020 0.1857 -2.3736
H -1.0114 0.1031 -2.8354
H -0.2526 -1.2352 -1.9471
H -0.7700 2.5065 -0.0425
H 0.2275 2.2967 -1.5015
H -1.5196 2.2248 -1.6599
H -2.2149 0.5702 0.6005
H -1.9322 -1.0158 -0.1060
H -2.7465 0.2268 -1.0890
```

Charge ... +1
LUMO energy ... -0.09841 Eh
DFT total energy ... -8434.53153 eV
Kohn-Sham gap ... 10.98 eV
Multiplicity ... 1

# 2
C38H42N3O2P2RhS2Si2 | ωB97M-V/def2-TZVPD

```
92
C38H42N3O2P2RhS2Si2 (ωB97M-V/def2-TZVPD)
Rh 0.4621 -0.2412 0.9358
C 1.1706 -4.3066 0.2586
Si 2.3068 -2.8559 -0.0542
C 3.3810 -3.2359 -1.5391
C 3.3925 -2.6118 1.4368
N 1.2977 -1.4914 -0.4298
P 1.1937 -0.3999 -1.6323
C 0.0370 0.6484 -0.8798
P -1.5887 0.1143 -0.6823
N -1.4055 -1.0028 0.4970
Si -1.9628 -1.1283 2.1499
C -0.9164 -2.3787 3.0650
C -3.7171 -1.7687 2.1798
C -1.9019 0.5412 3.0080
C -2.6305 1.4895 -0.1517
C -2.0726 2.6965 0.2547
C -2.8914 3.6944 0.7709
C -4.2591 3.4903 0.8689
C -4.8220 2.2894 0.4493
C -4.0102 1.2925 -0.0625
C -2.4763 -0.5542 -2.1022
C -2.5623 0.1758 -3.2851
C -3.2407 -0.3522 -4.3712
C -3.8514 -1.5975 -4.2731
C -3.7704 -2.3241 -3.0945
C -3.0722 -1.8074 -2.0106
C 2.7347 0.4759 -1.9490
C 3.6946 0.0018 -2.8430
C 4.9029 0.6683 -2.9750
C 5.1591 1.8045 -2.2158
C 4.2050 2.2804 -1.3282
C 2.9915 1.6208 -1.1966
C 0.7080 -1.1137 -3.2126
C 0.8414 -0.3648 -4.3815
C 0.3581 -0.8630 -5.5814
C -0.2579 -2.1070 -5.6174
C -0.3981 -2.8514 -4.4545
C 0.0795 -2.3541 -3.2512
H 1.7090 -5.1600 0.6788
H 0.6950 -4.6321 -0.6706
H 0.3764 -4.0264 0.9549
H 3.7606 -4.2578 -1.4448
H 4.2394 -2.5642 -1.6012
H 2.8285 -3.1822 -2.4805
H 3.9111 -3.5523 1.6460
H 2.8292 -2.3451 2.3332
H 4.1418 -1.8355 1.2682
H -1.1628 -3.3855 2.7165
H -1.1655 -2.3269 4.1293
H 0.1635 -2.2457 2.9756
H -3.7876 -2.7135 1.6348
H -4.4117 -1.0598 1.7234
H -4.0494 -1.9481 3.2060
H -0.9803 1.1130 2.8354
H -1.9778 0.4082 4.0914
H -2.7307 1.1726 2.6787
H -1.0025 2.8447 0.1848
H -2.4475 4.6212 1.1049
H -4.8938 4.2696 1.2716
H -5.8913 2.1347 0.5187
H -4.4501 0.3599 -0.4001
H -2.0987 1.1539 -3.3552
H -3.2987 0.2091 -5.2950
H -4.3893 -2.0013 -5.1217
H -4.2425 -3.2958 -3.0205
H -2.9750 -2.3737 -1.0912
H 3.5038 -0.8832 -3.4375
H 5.6455 0.3020 -3.6723
H 6.1043 2.3216 -2.3233
H 4.3934 3.1670 -0.7357
H 2.2428 2.0034 -0.5144
H 1.3264 0.6038 -4.3537
H 0.4624 -0.2810 -6.4880
H -0.6352 -2.4951 -6.5552
H -0.8882 -3.8162 -4.4824
H -0.0483 -2.9150 -2.3324
O 2.4354 5.2829 2.2679
S 1.3266 4.4023 2.4748
O 0.0189 4.8159 2.0561
N 1.6641 2.9143 1.8095
C 1.7797 2.0113 2.7237
S 2.2129 0.3560 2.4258
C 1.5573 2.4814 4.1289
C 1.5897 1.7548 5.3055
C 1.3370 2.4278 6.4947
C 1.0522 3.7908 6.5012
C 1.0177 4.5197 5.3171
C 1.2759 3.8329 4.1502
H 1.8038 0.6939 5.2846
H 1.3616 1.8854 7.4307
H 0.8548 4.2901 7.4408
H 0.7976 5.5787 5.3118
```

LUMO energy (spin up / spin down) ... -0.01794 / -0.01797 Eh
DFT total energy ... -107667.63557 eV
Kohn-Sham gap (spin up / spin down) ... 7.19 / 7.19 eV
Multiplicity ... 1

# 3
C20H20NO12P2Zr | ωB97M-V/def2-TZVPD

```
56
C20H20NO12P2Zr (ωB97M-V/def2-TZVPD)
Zr 0.2700 0.0893 0.5329
O 3.1256 -1.6822 3.1161
C 2.1016 -1.6333 2.4659
O 1.9637 -0.9358 1.3663
C 0.8826 -2.4627 2.8762
C 0.1674 -3.0288 1.6392
C -0.8141 -4.1366 2.0068
C -1.9551 -3.3335 2.6794
C -1.4329 -1.9034 2.5670
O -0.7231 -1.9404 1.3092
C -0.2813 -1.6482 3.5548
C -0.0424 -0.1457 3.6797
O 0.0728 0.3882 4.7597
O -0.0370 0.4906 2.5335
H 1.2392 -3.2429 3.5457
H 0.8026 -3.2304 0.7824
H -0.3607 -4.8780 2.6649
H -1.1605 -4.6224 1.0967
H -2.1312 -3.6149 3.7176
H -2.8870 -3.4342 2.1257
H -2.1873 -1.1234 2.5187
H -0.4948 -2.0279 4.5516
O -2.8138 1.3590 -1.8091
P -2.7819 -0.0140 -0.9770
O -4.1306 -0.4662 -0.6197
O -1.7586 0.1884 0.1402
O -2.0559 -0.9870 -2.0450
P -0.8052 -1.9807 -1.8712
O -0.2750 -2.0672 -3.3851
O -1.1706 -3.3091 -1.3584
O 0.2629 -1.1600 -1.1497
H -3.7343 1.5950 -1.9671
H -0.5188 -2.9293 -3.7397
N 2.2388 0.6857 -0.7144
C 1.9095 1.1023 -2.0432
C 2.3174 0.3436 -3.1295
C 1.9167 0.6893 -4.4077
C 1.1056 1.7996 -4.5960
C 0.7028 2.5509 -3.5051
C 1.0924 2.2228 -2.2064
C 0.6352 3.0244 -1.0379
C 0.5811 4.4134 -1.1857
C 0.1221 5.2166 -0.1528
C -0.2821 4.6224 1.0330
C -0.2128 3.2436 1.1780
C 0.2463 2.3970 0.1622
H 2.6548 1.4348 -0.1678
H 2.8523 -0.1212 -0.6821
H 2.9232 -0.5387 -2.9609
H 2.2181 0.0796 -5.2494
H 0.7662 2.0654 -5.5890
H 0.0363 3.3923 -3.6463
H 0.9147 4.8695 -2.1113
H 0.0879 6.2931 -0.2701
H -0.6436 5.2342 1.8520
H -0.5193 2.8073 2.1218
```

Charge ... -1
LUMO energy ... 0.09879 Eh
DFT total energy ... -67000.09389 eV
Kohn-Sham gap ... 8.61 eV
Multiplicity ... 1

# 4
C20H35N5O6S2Se2W | ωB97M-V/def2-TZVPD

```
71
C20H35N5O6S2Se2W (ωB97M-V/def2-TZVPD)
W -0.0399 0.6517 0.6377
C 2.2970 -7.4874 -0.8440
C 1.9804 -6.0245 -0.9523
C 1.1493 -5.5427 -1.9583
C 0.8441 -4.1935 -2.0553
C 1.3818 -3.3202 -1.1240
C 2.2217 -3.7693 -0.1109
C 2.5116 -5.1158 -0.0314
S 1.0684 -1.6161 -1.3194
O 0.5365 -1.2513 0.1219
O 0.0159 -1.3894 -2.2927
N 2.3851 -0.8980 -1.5300
C 2.4427 0.2146 -2.4478
C 1.7324 1.4644 -1.9603
O 1.7461 2.5544 -2.4125
O 0.9587 1.2063 -0.8175
H 2.0718 -8.0126 -1.7698
H 1.7078 -7.9453 -0.0472
H 3.3482 -7.6437 -0.6045
H 0.7375 -6.2311 -2.6849
H 0.2026 -3.8277 -2.8450
H 2.6592 -3.0735 0.5933
H 3.1705 -5.4747 0.7493
H 2.0142 -0.0071 -3.4310
H 3.4835 0.4873 -2.6223
N -0.2483 -0.5736 2.5299
C 0.7008 -0.6110 3.6867
C 2.1069 -0.9764 3.2649
C 2.8063 0.1615 2.5572
N 2.2023 0.4661 1.2381
H -1.1624 -0.3385 2.9183
H -0.3267 -1.5286 2.1749
H 0.3090 -1.3431 4.3929
H 0.6795 0.3641 4.1723
H 2.0977 -1.8807 2.6477
H 2.6750 -1.2210 4.1632
H 3.8619 -0.0678 2.4056
H 2.7501 1.0644 3.1660
H 2.5185 -0.2123 0.5359
H 2.5710 1.3644 0.9362
O -2.8966 3.9206 1.8709
C -2.4808 4.9784 1.0196
C -1.0191 4.7424 0.6219
C -0.4583 6.1027 0.1581
O 0.8464 5.8882 -0.3374
C -0.1943 4.3191 1.8318
Se 0.2947 2.4539 2.2892
C -0.8862 3.7969 -0.5812
Se -1.7620 2.1030 -0.1932
H -3.7632 4.1246 2.2383
H -2.5622 5.9404 1.5351
H -3.1032 5.0286 0.1187
H -0.4602 6.7969 1.0047
H -1.1216 6.5085 -0.6152
H 1.2763 6.7339 -0.5006
H -0.6631 4.6605 2.7528
H 0.8045 4.7428 1.7470
H 0.1480 3.6297 -0.8700
H -1.4276 4.2135 -1.4316
S -2.2850 -0.6654 0.7390
C -3.1708 -0.6566 -0.7526
N -2.6779 -0.7001 -1.9685
C -3.7429 -0.7936 -2.9779
C -5.0305 -0.8075 -2.1205
N -4.4935 -0.6768 -0.7579
H -1.6874 -0.8753 -2.1476
H -3.6233 -1.7045 -3.5601
H -3.7033 0.0601 -3.6511
H -5.5925 -1.7334 -2.2213
H -5.6855 0.0301 -2.3481
H -5.0476 -0.5840 0.0769
```

Charge ... +2
LUMO energy (spin up / spin down) ... -0.27320 / -0.27354 Eh
DFT total energy ... -195219.76343 eV
Kohn-Sham gap (spin up / spin down) ... 6.35 / 6.34 eV
Multiplicity ... 1

# 5
C5H7N3O | ωB97M-V/def2-TZVPD

```
16
C5H7N3O (ωB97M-V/def2-TZVPD)
H -2.1156 -0.0355 -2.8476
N -1.4346 -0.7207 -2.5241
C -0.8511 -0.4231 -1.4535
C -0.3041 1.2446 -1.1667
N -0.2835 2.3678 -1.4706
C -0.1818 -0.9820 -0.3747
O 0.0794 -2.3256 -0.2599
C 0.4641 0.0204 0.4396
C -0.2980 0.8115 1.4875
N 1.7720 -0.1861 0.7562
H 0.0196 -2.5698 0.6755
H -0.2786 0.2522 2.4296
H -1.3325 0.9647 1.1903
H 0.1645 1.7861 1.6534
H 2.3509 -0.6592 0.0759
H 2.2295 0.4547 1.3892
```

LUMO energy (spin up / spin down) ... -0.02032 / -0.02027 Eh
DFT total energy ... -11812.38852 eV
Kohn-Sham gap (spin up / spin down) ... 7.35 / 7.36 eV
Multiplicity ... 1

# 6
C4H4N2O | ωB97M-V/def2-TZVPD

```
11
C4H4N2O (ωB97M-V/def2-TZVPD)
C -0.8288 0.8183 0.1657
C 0.2722 0.7563 -0.9204
C 0.5256 -0.7410 -0.4652
N 1.1564 -1.8033 -0.1343
O 0.6969 -2.1343 1.0576
N -0.1169 -1.1652 1.7507
C -0.3071 -0.4863 0.6258
H -0.4353 1.8236 0.5847
H -1.7855 0.8492 -0.1088
H -0.1495 0.5035 -1.8130
H 0.9720 1.5793 -0.7427
```

LUMO energy ... 0.00677 Eh
DFT total energy ... -9233.98591 eV
Kohn-Sham gap ... 10.59 eV
Multiplicity ... 1